Here is a molecular structure, C42H90BBr2ClN11O14 at a distorted geometry from the Open Molecules 2025 dataset. Energies are from ωB97M-V/def2-TZVPD.

XYZ file:
```
161
Properties=species:S:1:pos:R:3:lowdin_charge:R:1
C -1.496 0.436 5.211 -0.095
C -1.970 -0.803 4.286 -0.199
C -1.074 -0.916 2.911 -0.201
N -1.816 -0.082 1.928 0.026
C -1.050 0.374 0.752 -0.345
C -1.913 1.479 -0.098 -0.061
C -3.352 1.885 0.429 -0.374
C -4.454 0.705 0.516 -0.077
C -3.395 2.904 1.688 -0.079
O 0.002 1.227 1.347 -0.158
C 1.139 1.165 0.489 -0.525
Cl 2.372 2.323 1.260 0.701
C 1.628 -0.406 0.617 -0.203
C 3.183 -0.314 0.503 -0.620
Br 4.243 0.420 -1.048 0.672
C 4.059 -0.704 1.579 -0.639
C 3.587 -1.248 3.000 -0.124
Br 6.057 -0.563 1.429 0.652
N 0.806 -1.352 -0.228 -0.154
C 1.449 -1.394 -1.585 -0.162
C 0.740 -2.092 -2.814 -0.101
C 1.172 -3.653 -3.068 -0.218
O 0.015 -4.521 -3.070 -0.078
C 0.823 -2.766 0.285 -0.097
C 2.236 -3.411 0.670 -0.126
C 2.166 -5.015 0.367 -0.045
C 1.527 -5.814 1.624 -0.337
O 1.600 -7.071 1.713 0.085
O 0.810 -5.155 2.677 -0.100
C 1.616 -5.110 3.900 -0.216
C 0.799 -4.406 5.110 -0.066
C -0.583 -0.725 -0.306 -0.047
B -1.871 -1.704 -0.494 -0.386
C -2.490 -2.840 0.472 -0.009
O -2.648 -1.525 -1.719 0.067
H -2.419 1.082 5.415 0.079
H -1.057 0.042 6.190 0.080
H -0.751 1.103 4.644 0.060
H -3.067 -0.708 3.958 0.092
H -1.841 -1.800 4.850 0.110
H -0.057 -0.487 3.247 0.111
H -1.063 -2.037 2.706 0.103
H -1.980 0.787 2.483 0.113
H -2.102 1.157 -1.194 0.120
H -1.311 2.463 -0.209 0.147
H -3.784 2.548 -0.425 0.140
H -4.350 0.058 1.460 0.066
H -5.505 1.162 0.557 0.089
H -4.357 -0.008 -0.390 0.083
H -4.308 3.600 1.601 0.092
H -2.442 3.524 1.775 0.083
H -3.526 2.314 2.675 0.076
H 0.989 1.507 -0.585 0.137
H 1.365 -0.695 1.698 0.144
H 3.707 -2.395 3.097 0.082
H 4.348 -0.830 3.766 0.089
H 2.572 -0.872 3.357 0.081
H 2.514 -1.845 -1.598 0.126
H 1.613 -0.288 -1.891 0.121
H -0.380 -1.963 -2.947 0.111
H 1.189 -1.570 -3.751 0.134
H 1.950 -3.885 -2.265 0.101
H 1.723 -3.759 -4.079 0.140
H 0.014 -4.941 -2.176 0.082
H 0.188 -2.906 1.242 0.131
H 0.373 -3.530 -0.459 0.135
H 3.145 -3.034 0.107 0.116
H 2.345 -3.362 1.818 0.094
H 3.245 -5.410 0.277 0.146
H 1.625 -5.266 -0.604 0.104
H 1.897 -6.171 4.223 0.135
H 2.591 -4.521 3.785 0.109
H 1.192 -4.701 6.139 0.090
H -0.284 -4.770 5.031 0.090
H 0.797 -3.264 5.031 0.068
H -0.477 -0.148 -1.310 0.153
H -2.912 -2.435 1.471 0.088
H -3.403 -3.356 -0.022 0.098
H -1.771 -3.719 0.699 0.074
H -2.322 -0.746 -2.219 0.077
O -0.811 0.951 -6.646 0.015
C -1.169 -0.182 -6.360 -0.614
N -2.230 -0.393 -5.537 0.168
C -0.483 -1.415 -6.881 0.001
H -2.562 -1.306 -5.274 0.105
H -2.707 0.420 -5.175 0.109
H 0.560 -1.404 -6.560 0.081
H -0.531 -1.417 -7.971 0.093
H -0.954 -2.327 -6.509 0.076
O 0.388 4.339 -11.127 0.029
C 0.217 3.320 -10.479 -0.605
N -0.641 3.295 -9.424 0.156
C 0.925 2.028 -10.783 -0.009
H -0.813 2.477 -8.861 0.071
H -1.128 4.149 -9.201 0.107
H 2.002 2.186 -10.705 0.087
H 0.673 1.714 -11.797 0.088
H 0.638 1.234 -10.090 0.064
O -5.490 0.879 -6.339 0.006
C -5.158 1.264 -7.451 -0.601
N -5.971 2.068 -8.186 0.161
C -3.850 0.890 -8.089 -0.014
H -5.740 2.408 -9.104 0.101
H -6.855 2.333 -7.778 0.109
H -3.799 -0.196 -8.184 0.081
H -3.034 1.242 -7.458 0.052
H -3.741 1.332 -9.081 0.081
O -4.906 -1.437 -10.351 0.018
C -6.089 -1.698 -10.203 -0.599
N -6.975 -1.533 -11.221 0.153
C -6.659 -2.213 -8.910 -0.001
H -7.957 -1.735 -11.145 0.098
H -6.616 -1.189 -12.099 0.110
H -6.473 -1.480 -8.122 0.077
H -6.171 -3.155 -8.656 0.090
H -7.735 -2.385 -8.980 0.074
O 0.341 3.666 5.856 0.029
C 1.426 3.161 5.616 -0.600
N 1.752 2.768 4.356 0.135
C 2.472 2.932 6.670 0.005
H 2.632 2.348 4.111 0.066
H 1.064 2.911 3.631 0.064
H 2.064 2.275 7.438 0.058
H 2.746 3.890 7.115 0.096
H 3.371 2.469 6.257 0.076
O -4.753 -2.191 4.829 0.008
C -5.654 -1.457 5.207 -0.599
N -5.646 -0.928 6.459 0.159
C -6.824 -1.084 4.340 -0.002
H -6.365 -0.320 6.812 0.099
H -4.871 -1.164 7.059 0.111
H -7.357 -1.992 4.051 0.092
H -6.458 -0.575 3.446 0.077
H -7.519 -0.421 4.859 0.075
O 8.552 4.760 -0.649 0.029
C 8.185 3.631 -0.369 -0.606
N 7.110 3.424 0.436 0.165
C 8.875 2.395 -0.878 -0.007
H 6.772 2.512 0.695 0.057
H 6.630 4.238 0.791 0.096
H 9.913 2.402 -0.541 0.089
H 8.846 2.394 -1.969 0.089
H 8.396 1.483 -0.515 0.057
O 0.975 -0.493 9.024 0.014
C 0.788 0.255 9.972 -0.602
N 0.644 1.594 9.787 0.160
C 0.701 -0.229 11.393 -0.008
H 0.488 2.249 10.535 0.102
H 0.698 1.941 8.842 0.081
H 1.637 -0.724 11.658 0.089
H -0.125 -0.937 11.478 0.089
H 0.530 0.593 12.092 0.073
O 6.507 5.048 3.292 0.003
C 7.441 5.770 3.609 -0.597
N 7.223 6.995 4.155 0.155
C 8.880 5.376 3.425 -0.001
H 7.959 7.623 4.431 0.100
H 6.265 7.282 4.288 0.109
H 9.066 5.192 2.365 0.079
H 9.075 4.466 3.995 0.089
H 9.562 6.156 3.769 0.075
```

Computed properties:
Multiplicity: 1
HOMO energy (eV): -10.6
Orbital gap (eV): 7.93
LUMO energy (eV): -2.66
Charge: +1